Run w
Below is one molecule with the formula C2H5N3S2, with properties calculated with the ωB97M-V functional and the def2-TZVPD basis.

Last column: natural (NBO) charge in e.
Atoms and positions in Å:
S (-2.483, -0.541, -0.347)  0.179
H (1.480, 1.641, -0.436)  0.367
H (1.795, -2.054, -0.276)  0.201
N (0.479, -0.528, 0.153)  -0.621
C (1.768, -0.971, -0.081)  -0.081
H (-2.887, -1.080, 0.788)  0.100
N (0.477, 1.823, -0.291)  -0.687
N (-1.505, 0.726, 0.258)  -0.775
C (-0.098, 0.729, 0.010)  0.549
H (-1.959, 1.631, 0.182)  0.418
S (3.164, -0.121, -0.147)  -0.059
H (-0.232, -1.255, 0.186)  0.410

spin multiplicity = 1
structure (SMILES) = [H]/N=C(/NS)NC=S
orbital gap = 8.89 eV
HOMO energy = -8.9 eV

***

Run x
Below is one molecule with the formula C2H5N3S2, with properties calculated with the ωB97M-V functional and the def2-TZVPD basis.

Last column: natural (NBO) charge in e.
Atoms and positions in Å:
N (-1.599, 1.040, -1.045)  -0.684
H (-1.829, 2.039, -1.194)  0.352
C (0.913, -1.289, -0.491)  -0.095
H (3.160, 1.019, 0.685)  0.116
C (-1.584, 0.775, 0.184)  0.282
S (-0.781, -1.741, -0.292)  0.477
N (-1.361, -0.495, 0.701)  -0.774
S (3.084, -0.010, -0.154)  0.166
H (-1.068, -0.555, 1.669)  0.406
H (-1.786, 1.490, 1.020)  0.153
N (1.419, -0.321, 0.141)  -0.584
H (1.430, -1.953, -1.222)  0.184

spin multiplicity = 1
structure (SMILES) = [H]/N=C/NS/C=N/S
orbital gap = 9.29 eV
HOMO energy = -8.6 eV

***

Preferred: run w; penalty for the next structure: 17.7 kcal/mol.